(1)
C29H28MgN6OS | ωB97M-V with the def2-TZVPD basis set

Structure (XYZ):
```
66
Properties=species:S:1:pos:R:3:forces:R:3
Mg 1.2008 0.8903 0.2296 -0.7 0.4 -0.1
C -3.4306 1.3593 3.5804 0.1 0.0 0.0
C -3.1364 0.3753 2.6460 0.0 0.0 0.0
C -1.8304 0.1791 2.2209 -0.1 0.0 0.0
C -0.7967 0.9608 2.7284 0.1 -0.3 -0.2
C -1.0947 1.9528 3.6594 0.0 0.0 0.1
C -2.4020 2.1477 4.0837 0.0 0.0 0.0
N 0.5106 0.7702 2.2229 0.3 0.2 0.3
C 1.5092 0.4922 3.0533 0.1 0.0 0.0
C 1.3610 0.1000 4.4341 0.0 0.1 -0.2
C 2.4448 -0.2252 5.1811 0.3 0.0 0.1
C 3.7821 -0.1844 4.6712 -0.2 -0.1 0.2
C 3.9847 0.2028 3.3897 -0.1 0.1 -0.1
C 2.8784 0.5509 2.5706 -0.1 0.1 -0.1
N 2.9874 1.0167 1.3033 0.2 -0.2 0.5
N 4.1053 1.2691 0.7646 -0.1 0.2 -0.5
C 3.9139 1.7895 -0.5485 -0.1 -0.2 0.3
C 5.0104 2.3533 -1.1828 0.1 0.0 -0.1
C 4.8360 2.9043 -2.4363 0.1 0.0 0.0
C 3.5808 2.8735 -3.0311 0.0 0.0 0.0
C 2.5458 2.2776 -2.3369 0.0 -0.2 0.1
N 2.7027 1.7395 -1.1234 0.2 0.2 0.1
H -4.4504 1.5148 3.9078 0.0 0.0 0.0
H -3.9275 -0.2456 2.2431 0.0 0.0 0.0
H -1.5951 -0.5838 1.4873 0.0 0.0 0.0
H -0.2931 2.5751 4.0401 0.0 0.0 0.0
H -2.6188 2.9248 4.8062 0.0 0.0 0.0
H 0.3666 0.0424 4.8532 0.0 0.0 0.0
H 2.2923 -0.5405 6.2071 0.0 0.0 0.0
H 4.6102 -0.4689 5.3053 0.0 0.0 0.0
H 4.9751 0.2520 2.9572 0.0 0.0 0.0
H 5.9635 2.3562 -0.6729 0.0 0.0 0.0
H 5.6728 3.3624 -2.9482 0.0 0.0 0.0
H 3.4065 3.2934 -4.0110 0.0 0.0 0.0
H 1.5463 2.2089 -2.7494 0.0 0.0 0.0
C -4.3049 1.9937 -0.7327 0.0 0.0 0.0
C -3.5616 1.6776 -2.0211 0.0 -0.1 0.0
N -2.8515 0.3995 -1.9537 -0.2 0.1 0.0
C -3.6178 -0.7681 -2.4032 0.0 0.1 0.1
C -3.3753 -1.0893 -3.8683 0.0 0.0 -0.1
C -1.5846 0.2803 -1.5291 0.2 -0.1 -0.1
S -0.7933 1.7309 -1.0052 0.1 -0.1 0.0
N -1.1094 -0.9787 -1.6500 0.1 0.1 0.1
C 0.0535 -1.4292 -1.2036 0.0 0.0 0.0
O 0.9131 -0.8388 -0.4992 0.0 -0.4 -0.2
C 0.3728 -2.8494 -1.5735 -0.1 0.1 0.0
C -0.5074 -3.6113 -2.3354 0.0 -0.1 0.0
C -0.1892 -4.9192 -2.6694 0.0 0.0 0.0
C 1.0112 -5.4736 -2.2432 0.0 0.0 0.0
C 1.8925 -4.7166 -1.4822 0.0 0.0 0.0
C 1.5736 -3.4089 -1.1489 0.0 0.0 0.0
H -4.8624 2.9263 -0.8355 0.0 0.0 0.0
H -3.5993 2.1004 0.0921 0.0 0.0 0.0
H -5.0133 1.2007 -0.4825 0.0 0.0 0.0
H -2.8490 2.4644 -2.2526 0.0 0.0 0.0
H -4.2539 1.6030 -2.8620 0.0 0.0 0.0
H -4.6682 -0.5282 -2.2310 0.0 0.0 0.0
H -3.3638 -1.6185 -1.7768 0.0 0.0 0.0
H -3.5975 -0.2272 -4.5011 0.0 0.0 0.0
H -4.0112 -1.9160 -4.1901 0.0 0.0 0.0
H -2.3330 -1.3698 -4.0199 0.0 0.0 0.0
H -1.4383 -3.1644 -2.6592 0.0 0.0 0.0
H -0.8786 -5.5073 -3.2620 0.0 0.0 0.0
H 1.2587 -6.4951 -2.5035 0.0 0.0 0.0
H 2.8284 -5.1457 -1.1478 0.0 0.0 0.0
H 2.2479 -2.8079 -0.5554 0.0 0.0 0.0
```
Forces are in eV/Å.

Its net charge is 0. For the HOMO-LUMO gap, the calculation gives 0.2231 Eh. For the total energy, the calculation gives -57799.6876 eV. The multiplicity is 1. Its HOMO energy is -7.03 eV.

(2)
C39H31F5N2OP2RbTe | ωB97M-V with the def2-TZVPD basis set

Structure (XYZ):
```
82
Properties=species:S:1:pos:R:3:forces:R:3
Rb 1.6642 3.7836 0.4792 0.2 0.4 0.1
N 0.6928 0.2208 0.2917 -1.5 1.5 0.0
P -1.9409 0.7610 -0.5808 -1.0 0.0 0.8
C -2.2509 0.9304 -2.3585 0.2 -1.2 -1.4
C -2.3994 -0.1177 -3.3284 -0.2 1.3 1.5
C -2.4556 0.1784 -4.6645 0.4 0.8 0.6
C -2.2894 1.4888 -5.1254 -0.5 -0.4 1.2
C -2.2100 2.5176 -4.2001 0.3 -0.1 -0.9
C -2.2173 2.2230 -2.8510 0.6 0.6 0.5
C -3.4991 -0.1020 -0.0480 0.2 -0.2 0.6
C -4.4040 -0.7036 -0.9046 -1.5 -0.8 0.0
C -5.4875 -1.4676 -0.3973 0.9 -0.4 -0.6
C -5.6120 -1.7040 0.9657 -1.9 0.6 -0.6
C -4.8001 -0.9879 1.8417 -0.2 -0.5 0.3
C -3.7423 -0.2373 1.3435 -0.5 0.5 0.0
P 2.1164 -0.5129 0.9129 1.3 -1.2 0.4
C 1.8399 -2.2738 1.4487 0.9 0.5 0.2
C 1.4537 -3.3909 0.7019 0.3 0.9 0.5
C 1.3972 -4.6222 1.2958 0.9 -0.9 0.6
C 1.9068 -4.7821 2.5938 -0.1 -0.3 0.2
C 2.3908 -3.6978 3.3135 -0.3 0.4 1.8
C 2.3295 -2.4358 2.7594 -0.8 -0.6 -1.5
C 2.9006 -0.7453 -0.7255 0.7 -0.2 -0.6
C 3.5131 -1.9252 -1.1738 -0.4 -0.8 1.9
C 4.2097 -1.9981 -2.3397 0.3 0.0 -0.5
C 4.3410 -0.8462 -3.0933 0.2 -0.9 -0.9
C 3.7383 0.3231 -2.7430 0.3 0.7 0.4
C 3.0753 0.3812 -1.5351 -0.9 0.3 0.8
H 0.8890 0.5482 -0.6597 0.1 0.1 0.5
H -2.5272 -1.1249 -2.9771 0.2 -0.3 -0.1
H -2.5573 -0.6473 -5.3015 -0.2 -0.8 -1.2
H -2.3054 1.6654 -6.1638 0.1 0.3 -1.1
H -2.0194 3.5415 -4.5176 -0.3 -0.2 0.0
H -2.0801 3.0634 -2.1778 -0.1 -0.2 0.2
H -4.4272 -0.6356 -1.9895 0.6 0.3 0.3
H -6.1504 -1.9688 -1.1351 0.4 0.5 0.7
H -6.5762 -2.1895 1.2642 1.3 0.1 0.2
H -5.0487 -1.0425 2.9156 0.5 0.2 -0.6
H -3.1826 0.3471 2.0671 0.3 -0.1 -0.3
H 1.2048 -3.2822 -0.3283 -0.2 0.1 -0.4
H 1.0550 -5.4840 0.7197 0.0 0.2 0.2
H 1.9405 -5.7564 3.0734 -0.2 0.0 -0.2
H 2.6533 -3.7084 4.4205 -0.1 -0.6 -1.6
H 2.6092 -1.5663 3.2931 0.3 0.7 0.6
H 3.5406 -2.8074 -0.5202 -0.3 0.4 -0.3
H 4.6506 -2.9445 -2.6535 0.0 0.3 0.1
H 4.9294 -0.8863 -3.9815 0.3 0.0 -0.6
H 3.9151 1.2111 -3.3314 -0.2 0.2 0.0
H 2.7085 1.3395 -1.1609 0.2 -0.1 -0.4
C -0.8191 4.1844 5.1420 0.0 -0.3 -0.9
C -1.7450 3.1695 4.9224 -0.5 -0.2 0.6
C -1.4680 2.2270 3.9553 -0.2 0.0 -0.5
C -0.3219 2.3456 3.1346 0.0 0.0 1.1
C 0.6289 3.3998 3.2713 -0.4 -0.1 -0.2
C 0.2915 4.3024 4.3156 0.1 0.1 -0.2
C -0.1002 1.1767 2.2478 -0.3 -1.0 0.1
C -0.4309 -0.1446 2.7528 -0.8 -0.7 2.1
C -0.9854 -1.2629 2.1684 -0.3 -0.2 -0.1
C -1.1425 -1.6254 0.7969 0.4 -0.6 -0.6
C -1.3531 -2.9997 0.5115 -0.7 -0.5 0.9
C -1.2057 -3.6055 -0.7224 -0.1 0.4 0.3
C -0.6265 -2.8045 -1.7304 0.5 0.4 -0.1
C -0.3557 -1.4646 -1.5124 -0.2 0.0 -1.1
C -0.8254 -0.7534 -0.3283 -0.2 -1.0 -0.4
N 0.3002 1.3691 1.0455 1.0 0.5 -1.4
H -0.9929 4.9264 5.8820 -0.2 0.5 0.7
H -2.6783 3.1003 5.5142 0.7 0.1 -0.3
H -2.1945 1.4232 3.7802 0.3 0.2 0.1
H 0.9047 5.2004 4.4949 0.0 -0.5 -0.1
H -0.4785 -0.2085 3.8900 0.3 0.3 -1.6
H -1.3405 -2.0818 2.8495 0.6 0.9 -0.5
H -1.6215 -3.5893 1.4212 0.2 0.2 -0.9
H -1.3417 -4.6744 -0.8985 -0.1 0.4 0.3
H -0.3024 -3.2996 -2.6628 -0.2 0.5 0.4
H 0.1459 -0.8743 -2.3294 -0.7 -0.6 0.9
F 3.1648 5.1543 -3.1531 -0.5 -0.3 -0.3
Te 4.5971 4.7901 -2.0134 1.7 2.0 -0.1
F 5.5727 3.9547 -3.3729 -0.3 -0.6 0.0
F 6.2826 4.8858 -1.0616 -1.4 -0.3 -0.3
F 3.9014 6.1548 -0.8768 -0.1 -0.8 0.3
F 5.2443 6.3060 -2.8747 0.5 0.4 -0.2
O 3.8129 3.3888 -1.2937 0.0 -0.6 0.6
```
Forces are in eV/Å.

The value obtained for the energy above the lowest of the compared OMol25 structures with the same formula, charge and spin is 3.712 eV. Its net charge is -1. For the HOMO-LUMO gap, the calculation gives 0.2339 Eh. For the total energy, the calculation gives -86085.2283 eV. The multiplicity is 1. Its HOMO energy is -4.31 eV.